# 1
Here is a structure of composition C48H41BClCsF5N10O3S2 from the OMol25 dataset. Energies are from wB97M-V/def2-TZVPD.

Last column: Löwdin spin population.
Atoms and positions in Å:
Cs (-1.376, 0.008, -0.670)  0.0029
C (-4.133, -2.071, 1.669)  0.0000
C (-3.051, -2.934, 1.103)  0.0000
C (-2.263, -3.909, 1.747)  0.0000
C (-1.441, -4.391, 0.754)  0.0000
N (-1.720, -3.731, -0.382)  0.0000
N (-2.717, -2.844, -0.174)  0.0000
B (-1.049, -3.886, -1.763)  0.0000
N (0.303, -3.157, -1.786)  0.0001
C (1.113, -2.850, -0.745)  0.0003
C (2.291, -2.356, -1.252)  0.0010
C (2.108, -2.394, -2.648)  -0.0002
C (3.040, -1.914, -3.711)  -0.0004
N (0.921, -2.893, -2.956)  0.0002
N (-1.953, -3.317, -2.856)  0.0000
C (-2.857, -3.975, -3.604)  0.0000
C (-3.542, -3.046, -4.356)  0.0000
C (-2.977, -1.811, -3.980)  0.0000
C (-3.325, -0.434, -4.443)  0.0000
N (-2.029, -1.992, -3.077)  0.0000
N (-0.817, -5.400, -2.004)  0.0000
C (0.238, -5.964, -2.621)  0.0000
C (-0.007, -7.318, -2.724)  0.0000
C (-1.272, -7.487, -2.132)  0.0000
C (-2.046, -8.751, -1.932)  0.0000
N (-1.752, -6.327, -1.708)  0.0000
H (-3.879, -1.725, 2.672)  0.0000
H (-5.080, -2.614, 1.736)  0.0000
H (-4.289, -1.196, 1.038)  0.0000
H (-2.307, -4.230, 2.775)  0.0000
H (-0.687, -5.163, 0.770)  0.0000
H (0.784, -2.972, 0.272)  0.0000
H (3.133, -1.970, -0.705)  0.0019
H (4.072, -1.949, -3.362)  0.0000
H (2.818, -0.879, -3.975)  -0.0004
H (2.945, -2.526, -4.609)  0.0000
H (-2.945, -5.047, -3.541)  0.0000
H (-4.325, -3.228, -5.074)  0.0000
H (-3.514, -0.414, -5.518)  0.0000
H (-2.502, 0.247, -4.227)  0.0000
H (-4.219, -0.059, -3.939)  0.0000
H (1.065, -5.357, -2.949)  0.0000
H (0.630, -8.071, -3.158)  0.0000
H (-1.674, -9.539, -2.587)  0.0000
H (-3.103, -8.592, -2.147)  0.0000
H (-1.969, -9.105, -0.902)  0.0000
C (-3.047, 3.382, -2.233)  0.0010
C (-1.764, 4.148, -2.166)  0.0050
C (-1.761, 5.561, -2.057)  -0.0037
C (-0.573, 6.217, -1.960)  0.0033
C (0.634, 5.483, -1.968)  0.0003
C (1.894, 6.109, -1.835)  0.0261
C (3.029, 5.348, -1.824)  -0.0013
C (2.954, 3.951, -1.961)  0.0303
C (1.747, 3.295, -2.077)  0.0371
S (1.700, 1.558, -2.190)  0.5364
C (0.540, 4.076, -2.074)  0.0178
N (-0.660, 3.443, -2.173)  0.0075
H (-3.915, 4.039, -2.288)  0.0000
H (-3.132, 2.765, -1.336)  0.0003
H (-3.036, 2.719, -3.099)  0.0003
H (-2.703, 6.095, -2.032)  -0.0003
H (-0.535, 7.295, -1.848)  0.0002
H (1.935, 7.187, -1.729)  0.0017
H (4.001, 5.814, -1.712)  -0.0007
H (3.859, 3.359, -1.958)  0.0014
C (1.137, 3.073, 1.244)  -0.0006
C (0.022, 4.031, 1.526)  0.0000
C (0.181, 5.397, 1.376)  0.0001
C (-0.882, 6.255, 1.606)  0.0000
Cl (-0.656, 7.975, 1.352)  0.0000
C (-2.113, 5.780, 1.997)  -0.0001
C (-2.295, 4.411, 2.164)  0.0000
C (-1.235, 3.541, 1.926)  0.0000
O (-1.308, 2.193, 2.037)  0.0000
C (-2.536, 1.626, 2.494)  0.0000
C (-3.714, 1.809, 1.497)  0.0000
O (-4.771, 2.281, 1.944)  0.0000
O (-3.441, 1.457, 0.324)  0.0000
H (2.057, 3.605, 1.002)  0.0003
H (0.900, 2.421, 0.397)  -0.0013
H (1.312, 2.410, 2.093)  -0.0001
H (1.138, 5.789, 1.055)  0.0002
H (-2.936, 6.462, 2.162)  0.0000
H (-3.266, 4.036, 2.458)  0.0000
H (-2.787, 2.035, 3.478)  0.0000
H (-2.313, 0.560, 2.569)  0.0000
F (6.971, 4.053, 3.358)  0.0072
C (6.175, 3.304, 2.574)  0.0253
C (6.343, 3.296, 1.200)  -0.0032
F (7.317, 4.040, 0.650)  -0.0030
C (5.521, 2.521, 0.405)  0.0237
F (5.760, 2.550, -0.914)  0.0055
C (4.487, 1.722, 0.912)  0.0353
S (3.449, 0.761, -0.088)  0.2124
C (4.362, 1.759, 2.310)  0.0278
F (3.427, 1.016, 2.924)  0.0064
C (5.178, 2.517, 3.126)  -0.0021
F (5.015, 2.497, 4.460)  -0.0023
N (-0.004, -0.927, 2.044)  0.0001
C (0.413, -1.360, 3.021)  0.0001
C (0.960, -1.885, 4.236)  0.0000
C (2.245, -1.517, 4.625)  0.0001
C (2.766, -2.029, 5.802)  0.0000
C (2.014, -2.899, 6.579)  0.0000
C (0.734, -3.264, 6.184)  0.0000
C (0.201, -2.760, 5.010)  0.0000
H (2.814, -0.833, 4.009)  0.0001
H (3.762, -1.744, 6.112)  0.0000
H (2.428, -3.295, 7.498)  0.0000
H (0.150, -3.945, 6.790)  0.0000
H (-0.791, -3.037, 4.679)  0.0000

Properties
LUMO energy (spin up / spin down) (eV): 3.451 / 3.156
Highest occupied orbital energy (spin up / spin down) (hartree): -0.097 / -0.110
Spin multiplicity: 2
Charge: -2

---

# 2
Here is a cluster of 5 separate species, C4H20N2O4 in total at a distorted geometry from the OMol25 dataset. Energies are from wB97M-V/def2-TZVPD.

Last column: natural (NBO) charge in e.
Atoms and positions in Å:
C (-2.014, 1.743, 0.867)  -0.6329
C (-0.956, 1.481, -0.212)  -0.0446
C (-0.118, 2.757, -0.475)  -0.6038
N (0.003, 0.406, 0.146)  -0.7147
C (-0.607, -0.952, 0.022)  -0.0379
N (0.295, -1.872, 0.768)  -0.9026
H (-2.684, 2.549, 0.583)  0.2092
H (-1.529, 2.037, 1.830)  0.2119
H (-2.649, 0.903, 1.056)  0.2078
H (-1.429, 1.191, -1.182)  0.1954
H (-0.769, 3.533, -0.778)  0.2022
H (0.650, 2.597, -1.259)  0.2119
H (0.378, 3.048, 0.393)  0.2041
H (0.387, 0.521, 1.187)  0.4139
H (-0.684, -1.203, -1.079)  0.1750
H (-1.627, -1.020, 0.501)  0.1699
H (-0.098, -2.793, 0.802)  0.3634
H (1.216, -1.992, 0.339)  0.4103
H (0.086, -0.400, 3.681)  0.4638
H (0.777, -0.919, 2.461)  0.4962
O (0.802, -0.174, 3.099)  -0.9745
H (2.779, -1.179, -1.101)  0.5062
H (3.661, -2.002, 0.001)  0.4662
O (2.949, -2.142, -0.634)  -1.0203
H (-3.568, -0.220, -1.783)  0.4721
H (-3.109, -1.533, -2.342)  0.4733
O (-2.860, -0.856, -1.726)  -0.9397
H (1.766, 0.115, -2.496)  0.4774
H (1.524, 0.415, -0.975)  0.5171
O (2.235, 0.228, -1.671)  -0.9765

Properties
SMILES string: CC(C)NCN.O.O.O.O
LUMO energy (eV): 0.330
Highest occupied orbital energy (hartree): -0.334

---

Sequential ΔE to the lowest compared entry with this formula, charge and spin output: 0.0, 54.2 kJ/mol